ORCA calculation (ωB97M-V/def2-TZVPD) on 2 unconnected molecules or ions with the total composition C5H13NO2P in a non-equilibrium geometry.

Last column: Löwdin charge in e.
Element x y z (Å)
C 2.424 0.168 -0.545  -0.130
C 0.517 1.589 -0.173  -0.117
C 1.322 -0.211 1.532  -0.078
C -2.929 -1.580 -0.489  -0.199
C 1.023 0.190 0.079  -0.774
N 0.060 -0.788 -0.507  -0.069
O -2.125 0.386 1.527  -0.367
O -2.734 1.162 -0.766  -0.372
P -2.284 0.089 0.109  0.435
H 2.568 0.478 -1.587  0.060
H 3.211 0.624 0.044  0.047
H 2.828 -0.962 -0.436  0.099
H 1.187 2.305 0.214  0.052
H -0.409 1.804 0.364  0.043
H 0.169 1.803 -1.170  0.072
H 1.893 0.615 2.083  0.094
H 0.373 -0.289 1.910  0.011
H 1.994 -1.165 1.407  0.098
H -2.251 -1.734 -1.369  0.025
H -2.835 -2.324 0.251  0.000
H -3.974 -1.554 -0.894  0.037
H -0.029 -0.606 -1.583  0.032

Computed properties:
Molar mass ... 150.14 g mol⁻¹
Max |F| ... 4.1 eV Å⁻¹
Net charge ... -1
Electronic energy ... -744.9317 Ha
E_LUMO ... 3.81 eV